ORCA calculation (ωB97M-V with the def2-TZVPD basis set) on an isolated molecule of C11H17ClSi at a distorted geometry.

Results
SMILES	C[Si](C)(C)/C=C/[C@]1(Cl)[C@@H]2C=CC[C@@H]21
charge	0
calculated total energy	-1178.93144	a.u.
LUMO level	0.851	eV
gap between HOMO and LUMO	0.353	hartree
2S+1	1

The geometry in XYZ format:
```
30
Properties=species:S:1:pos:R:3:forces:R:3
C -2.817077 -1.200255 1.225721 -1.264 1.443 1.382
C -3.254820 0.208073 0.869971 1.119 -1.868 -0.123
C -2.572742 -1.092568 -1.055811 -1.944 0.195 -0.883
C -2.433108 -1.861533 0.166639 0.568 -1.603 0.106
C -3.125743 0.263206 -0.613505 3.566 -2.945 2.203
C -0.733599 0.627436 0.322624 -0.043 2.106 -1.881
C 0.252336 1.241239 -0.342187 1.830 -0.438 2.331
C -2.117318 1.015138 0.251921 -2.937 0.501 -0.056
C 2.244738 -0.433351 1.590457 1.112 -0.325 2.982
C 3.329174 1.235227 -0.852060 1.031 -1.846 -0.958
C 1.764304 -1.036383 -1.371789 0.701 -1.246 -0.595
Si 1.942331 0.335484 -0.092115 -1.542 -1.041 -1.048
Cl -2.553980 2.686862 0.322911 0.300 1.539 -0.095
H -2.897981 -1.483771 2.266548 0.328 -0.462 -0.101
H -4.032004 0.663594 1.427275 -0.396 0.613 0.367
H -1.703804 -0.976008 -1.608752 2.282 0.376 -0.767
H -3.167693 -1.630439 -1.810235 -0.560 0.211 0.370
H -2.040278 -2.863466 0.126159 0.051 -0.237 0.278
H -3.765453 0.640511 -1.257970 -2.813 2.674 -2.570
H -0.699026 -0.285892 0.805785 1.090 -1.864 0.772
H 0.221585 2.285343 -0.663389 -0.547 -0.437 -0.385
H 1.427513 -0.337456 2.339843 -0.182 -0.127 -0.892
H 2.544095 -1.546231 1.681341 -0.371 1.760 -0.675
H 3.018324 0.131443 2.249604 -0.680 -0.776 -1.503
H 2.946860 1.713510 -1.724219 -0.301 1.078 -0.451
H 3.946583 1.809829 -0.229177 0.716 1.240 0.623
H 3.989135 0.459431 -1.338413 -0.425 0.503 0.777
H 0.925668 -1.755214 -1.315066 0.281 0.404 0.232
H 1.724955 -0.604526 -2.378151 -0.315 0.304 0.098
H 2.706036 -1.641291 -1.462596 -0.656 0.266 0.464
```
Forces are in eV/Å.